1.
Molecular formula: C40H66N4O14
Method: DFT, ωB97M-V/def2-TZVPD

Element x y z (Å)
C  -0.039  1.420  1.083
N  0.425  0.170  0.482
O  -0.345  -0.498  -0.180
O  1.575  -0.171  0.639
H  -0.939  1.862  0.654
H  0.794  2.106  0.931
H  -0.199  1.136  2.123
C  4.008  1.498  1.920
N  3.730  2.116  3.254
O  3.908  1.372  4.246
O  3.593  3.351  3.357
H  3.913  2.257  1.143
H  3.421  0.589  1.789
H  5.073  1.268  1.905
C  -2.166  2.323  -3.761
N  -1.194  2.260  -2.601
O  -1.354  3.063  -1.743
O  -0.162  1.575  -2.757
H  -3.085  2.878  -3.569
H  -2.386  1.335  -4.164
H  -1.669  2.914  -4.530
C  2.113  -1.327  4.006
N  0.722  -0.887  3.707
O  0.000  -1.626  3.069
O  0.394  0.224  4.052
H  2.669  -0.907  3.168
H  2.081  -2.415  4.053
H  2.605  -0.978  4.914
C  -2.298  -2.431  -2.699
O  -2.521  -1.713  -3.979
C  -1.575  -2.021  -4.962
C  -1.655  -0.849  -5.927
O  -2.874  -0.632  -6.612
C  -2.825  0.333  -7.648
H  -2.224  -3.517  -2.653
H  -3.136  -2.235  -2.031
H  -1.461  -2.001  -2.148
H  -1.904  -2.938  -5.450
H  -0.551  -2.237  -4.654
H  -0.915  -1.043  -6.703
H  -1.314  0.090  -5.492
H  -2.141  0.012  -8.433
H  -2.575  1.311  -7.236
H  -3.756  0.487  -8.193
C  2.431  3.127  -2.446
O  3.479  4.034  -2.184
C  2.979  5.272  -1.548
C  2.990  5.131  -0.010
O  1.825  4.476  0.462
C  0.703  5.339  0.554
H  2.763  2.135  -2.752
H  1.822  3.515  -3.263
H  1.790  2.902  -1.594
H  2.122  5.719  -2.051
H  3.662  6.109  -1.693
H  3.227  6.070  0.491
H  3.810  4.435  0.169
H  0.773  5.951  1.453
H  -0.151  4.681  0.716
H  0.586  5.807  -0.423
C  0.898  -7.085  4.920
O  1.177  -6.684  3.589
C  1.725  -5.409  3.517
C  2.145  -5.122  2.071
O  2.886  -3.899  2.028
C  3.188  -3.498  0.644
H  0.133  -6.397  5.279
H  1.729  -6.863  5.589
H  0.562  -8.103  5.114
H  2.604  -5.323  4.155
H  1.103  -4.643  3.980
H  1.185  -5.057  1.559
H  2.703  -5.913  1.569
H  2.337  -2.998  0.181
H  3.375  -4.369  0.016
H  4.119  -2.932  0.657
C  -4.308  0.633  2.471
C  -3.656  0.481  1.197
C  -3.539  1.586  0.364
C  -3.966  2.862  0.800
C  -4.599  3.021  2.030
C  -4.784  1.900  2.839
H  -4.384  -0.196  3.158
H  -3.245  -0.485  0.946
H  -3.011  1.405  -0.561
H  -3.747  3.706  0.162
H  -4.998  3.945  2.423
H  -5.183  2.002  3.837
C  1.860  -3.034  -2.833
C  2.462  -3.529  -4.008
C  3.089  -2.660  -4.893
C  3.228  -1.347  -4.548
C  2.557  -0.851  -3.355
C  1.917  -1.696  -2.517
H  1.484  -3.722  -2.090
H  2.408  -4.601  -4.131
H  3.625  -3.169  -5.681
H  3.745  -0.638  -5.179
H  2.602  0.196  -3.096
H  1.475  -1.324  -1.605
C  0.438  5.457  4.822
C  -0.236  6.641  4.450
C  -1.376  6.537  3.738
C  -1.836  5.299  3.210
C  -1.169  4.162  3.599
C  -0.069  4.239  4.440
H  1.298  5.564  5.468
H  0.076  7.588  4.865
H  -1.841  7.474  3.469
H  -2.665  5.248  2.519
H  -1.541  3.219  3.228
H  0.392  3.332  4.805
C  -3.400  -3.768  0.929
C  -4.120  -4.926  0.583
C  -3.403  -5.949  -0.084
C  -2.071  -5.764  -0.467
C  -1.402  -4.592  -0.190
C  -2.044  -3.595  0.589
H  -3.943  -2.990  1.444
H  -5.176  -5.004  0.795
H  -3.952  -6.861  -0.268
H  -1.612  -6.548  -1.051
H  -0.388  -4.451  -0.533
H  -1.430  -2.731  0.793

Computed properties:
ΔE to the lowest compared entry with this formula, charge and spin in kJ/mol: 1077.52
Structure (SMILES): C[N+](=O)[O-].C[N+](=O)[O-].C[N+](=O)[O-].C[N+](=O)[O-].c1ccccc1.c1ccccc1.c1ccccc1.c1ccccc1.COCCOC.COCCOC.COCCOC
Gap between HOMO and LUMO in eV: 9.00

=====

2.
Molecular formula: C5H14N2
Method: DFT, ωB97M-V/def2-TZVPD

Element x y z (Å)
C  0.299  1.249  -2.235
N  0.473  -0.043  -1.601
C  -0.786  -2.218  1.040
C  -1.007  -0.957  0.204
C  0.327  -0.174  -0.151
C  0.347  1.160  0.563
N  0.370  0.936  1.981
H  0.381  1.172  -3.313
H  1.020  1.969  -1.846
H  -0.678  1.718  -2.015
H  -0.029  -0.764  -2.096
H  -0.968  -2.017  2.094
H  0.231  -2.594  0.989
H  -1.449  -3.029  0.732
H  -1.470  -1.231  -0.736
H  -1.653  -0.211  0.664
H  1.176  -0.768  0.205
H  1.220  1.727  0.210
H  -0.523  1.741  0.241
H  0.723  1.674  2.562
H  0.664  0.019  2.267

Computed properties:
ΔE to the lowest compared entry with this formula, charge and spin in kJ/mol: 111.73
Structure (SMILES): CC[C@H](CN)NC
Gap between HOMO and LUMO in eV: 9.41

=====

3.
Molecular formula: C27H28BrCdN10O5
Method: DFT, ωB97M-V/def2-TZVPD

Element x y z (Å)
Cd  -0.597  -0.250  0.292
N  -3.912  0.651  0.701
C  -3.223  1.346  1.600
N  -3.901  2.144  2.427
C  -3.168  2.800  3.319
N  -3.797  3.607  4.179
N  -1.821  2.728  3.432
C  -1.249  1.918  2.571
N  -1.868  1.194  1.639
C  0.245  1.823  2.642
C  0.966  2.722  3.415
C  2.347  2.628  3.420
C  2.960  1.644  2.659
C  2.159  0.784  1.927
N  0.832  0.870  1.922
H  -4.905  0.800  0.676
H  -3.436  0.080  -0.014
H  -4.798  3.682  4.146
H  -3.268  4.101  4.874
H  0.439  3.470  3.988
H  2.940  3.316  4.008
H  4.035  1.536  2.633
H  2.588  -0.007  1.323
N  -2.309  1.555  -2.094
C  -2.788  0.333  -2.763
C  -2.116  -0.901  -2.152
O  -1.438  -1.648  -2.837
O  -2.332  -1.048  -0.870
H  -3.035  2.259  -2.077
H  -1.539  1.949  -2.617
H  -2.607  0.332  -3.839
H  -3.864  0.244  -2.604
O  3.917  -3.161  -4.456
C  3.092  -3.974  -3.649
C  2.336  -3.110  -2.681
C  1.492  -3.687  -1.741
C  0.796  -2.866  -0.881
N  0.910  -1.539  -0.902
C  1.702  -0.972  -1.812
C  2.438  -1.729  -2.713
C  1.727  0.522  -1.840
C  2.635  1.231  -2.616
C  2.603  2.619  -2.619
C  3.596  3.392  -3.455
O  3.823  2.794  -4.715
C  1.650  3.255  -1.836
C  0.789  2.480  -1.080
N  0.824  1.151  -1.083
H  4.340  -3.706  -5.124
H  3.683  -4.703  -3.083
H  2.365  -4.530  -4.252
H  1.359  -4.760  -1.685
H  0.104  -3.272  -0.154
H  3.068  -1.273  -3.459
H  3.368  0.726  -3.228
H  4.564  3.389  -2.951
H  3.278  4.435  -3.544
H  3.039  2.900  -5.263
H  1.575  4.334  -1.807
H  0.030  2.934  -0.452
O  -2.746  -4.744  4.651
C  -2.267  -3.890  3.733
C  -3.054  -3.296  2.748
C  -2.449  -2.430  1.864
N  -1.144  -2.119  1.901
C  -0.421  -2.715  2.836
Br  1.435  -2.337  2.874
C  -0.909  -3.597  3.778
H  -3.690  -4.887  4.523
H  -4.111  -3.508  2.662
H  -3.016  -1.972  1.066
H  -0.270  -4.050  4.520

Computed properties:
Charge: +1
ΔE to the lowest compared entry with this formula, charge and spin in kJ/mol: 0.00
Gap between HOMO and LUMO in eV: 8.44